{"formula": "C3H7F2NO", "method": "ωB97M-V with the def2-TZVPD basis set", "elements": ["N", "H", "H", "C", "H", "C", "C", "F", "H", "O", "H", "H", "F", "H"], "coordinates": [[1.257850, 1.163255, -1.080693], [-0.171465, -1.697037, 0.914738], [2.089516, 1.559398, -1.396202], [-1.852223, 0.238281, 0.727389], [-2.866726, 0.623417, 0.575739], [1.457473, 0.229354, -0.035661], [-0.343640, -1.294984, -0.058647], [1.588234, 0.774471, 1.171774], [0.735084, 0.731375, -1.849291], [-1.425115, -0.554004, -0.322133], [-1.910465, -0.394183, 1.653537], [-1.317771, 1.168202, 0.843218], [2.545178, -0.689594, -0.186652], [0.214074, -1.857954, -0.957117]], "forces_ev_per_angstrom": [[-1.756, -2.162, 1.278], [-0.066, 0.070, 0.721], [1.761, 0.884, -0.729], [-1.611, 0.096, 1.868], [-0.068, -0.615, -0.509], [3.102, 1.504, -0.963], [0.225, -3.829, -2.465], [-0.032, -0.164, -0.177], [0.306, 0.264, 0.411], [0.287, 0.148, -1.352], [0.347, 0.820, -0.468], [0.991, -0.040, 0.248], [-1.776, 1.378, 0.149], [-1.711, 1.645, 1.989]], "homo_lumo_gap_ev": [6.89, 10.30], "molar_mass_da": 111.091, "s_squared": 2.01, "e_homo_ev": [-5.946, -11.108], "lumo_energy_ev": [0.94, -0.81], "multiplicity": 3, "de_lowest_kj_mol": 12.3}